No. 1
{"formula": "C24H31N5O6PtSe2Te", "method": "wB97M-V/def2-TZVPD", "fmax_ha_per_bohr": 0.0775, "charge": -2, "relative_energy_kcal_mol": 32.95, "elements": ["Pt", "O", "C", "C", "C", "O", "C", "Se", "C", "Se", "H", "H", "H", "H", "H", "H", "H", "H", "H", "H", "C", "N", "C", "N", "C", "N", "C", "N", "C", "C", "H", "H", "H", "H", "H", "H", "H", "H", "H", "H", "H", "H", "O", "C", "O", "C", "C", "C", "C", "C", "C", "N", "O", "O", "H", "H", "H", "H", "Te", "C", "C", "C", "C", "C", "C", "H", "H", "H", "H", "H"], "coordinates": [[-0.11561, -0.60802, 0.11731], [0.62189, -5.14249, 2.52688], [-0.48081, -4.62279, 1.83270], [-1.23466, -3.53437, 2.61828], [-1.90529, -4.21321, 3.83983], [-2.90730, -5.15764, 3.54634], [-2.29253, -2.88890, 1.73437], [-1.79239, -2.25634, -0.10271], [-0.30208, -2.47656, 3.21431], [1.21800, -1.88590, 2.12147], [1.27700, -4.42641, 2.54134], [-1.16870, -5.45661, 1.65973], [-0.16866, -4.21041, 0.86224], [-2.31012, -3.43575, 4.50784], [-1.13579, -4.77354, 4.37852], [-3.54691, -4.74079, 2.95749], [-2.73260, -2.02448, 2.23733], [-3.09775, -3.59622, 1.50508], [0.14584, -2.85166, 4.13894], [-0.86924, -1.57553, 3.45538], [2.87408, 0.44956, 0.06973], [1.51327, 0.98715, 0.17021], [1.33297, 1.99286, -0.88495], [2.31608, 3.06331, -0.77725], [3.64777, 2.48091, -0.85514], [3.87860, 1.50019, 0.19914], [3.68449, 2.16057, 1.48567], [2.35267, 2.73676, 1.61557], [1.37472, 1.66303, 1.46629], [2.16119, 3.69027, 0.52907], [2.99888, -0.04624, -0.89965], [3.03805, -0.28343, 0.86996], [0.32999, 2.42053, -0.80039], [1.43170, 1.51143, -1.86714], [4.39163, 3.28037, -0.75910], [3.77109, 1.99017, -1.82637], [4.42871, 2.95997, 1.58449], [3.83426, 1.42922, 2.28611], [0.36612, 2.08287, 1.54281], [1.53120, 0.93720, 2.27252], [2.90359, 4.49164, 0.62591], [1.15651, 4.11818, 0.59699], [-2.14030, 0.71577, -1.82579], [-2.17701, 1.46129, -0.82600], [-1.51437, 1.28837, 0.23849], [-3.03735, 2.67660, -0.91913], [-3.30748, 3.49817, 0.18242], [-4.08691, 4.61923, 0.04721], [-4.62013, 4.96757, -1.20887], [-4.34226, 4.14686, -2.32117], [-3.57144, 3.02494, -2.16885], [-5.40503, 6.09924, -1.34723], [-5.64501, 6.81051, -0.33584], [-5.86538, 6.39135, -2.48164], [-2.89412, 3.23010, 1.14491], [-4.31395, 5.25840, 0.88829], [-4.75331, 4.42445, -3.28166], [-3.34458, 2.37764, -3.00410], [-0.22113, -0.87173, -2.53468], [1.39991, -2.23318, -2.94559], [1.69792, -2.53964, -4.27056], [2.72073, -3.40621, -4.59835], [3.47699, -3.99958, -3.59911], [3.20099, -3.69808, -2.27539], [2.17632, -2.82538, -1.95554], [1.10426, -2.08312, -5.05068], [2.92495, -3.62405, -5.63995], [4.26758, -4.69552, -3.85210], [3.78410, -4.15038, -1.48384], [1.96614, -2.60257, -0.91242]]}

No. 2
{"formula": "C6H14Cl", "method": "wB97M-V/def2-TZVPD", "fmax_ha_per_bohr": 0.0781, "charge": 0, "s2": 0.76, "spin_multiplicity": 2, "relative_energy_kcal_mol": 36.25, "elements": ["Cl", "H", "C", "C", "C", "C", "C", "C", "H", "H", "H", "H", "H", "H", "H", "H", "H", "H", "H", "H", "H"], "coordinates": [[-0.11248, 3.13692, 0.55349], [-1.29699, 2.34617, 0.03495], [-1.72913, 1.18105, -0.04907], [-0.60941, 0.50949, 0.70109], [0.34388, -0.44454, -0.01585], [-0.27389, -1.84506, -0.01958], [1.66541, -0.47135, 0.76699], [0.62653, -0.00363, -1.45063], [-2.65834, 1.00974, 0.46795], [-1.82506, 0.79667, -1.07171], [-0.01502, 1.42231, 0.97022], [-0.87972, 0.10888, 1.67927], [-1.22442, -1.87952, -0.57529], [0.40618, -2.58676, -0.46040], [-0.48548, -2.18789, 1.00642], [2.10299, 0.54065, 0.79743], [1.47154, -0.79265, 1.81937], [2.39772, -1.15876, 0.31331], [0.98193, 1.02876, -1.47545], [1.39734, -0.64663, -1.91612], [-0.28359, -0.06389, -2.07641]]}

No. 3
{"formula": "C7H8O", "method": "wB97M-V/def2-TZVPD", "fmax_ha_per_bohr": 0.1296, "charge": 0, "relative_energy_kcal_mol": 148.40, "elements": ["C", "C", "C", "C", "C", "C", "C", "H", "H", "H", "H", "H", "H", "H", "H", "O"], "coordinates": [[-2.09222, -0.22539, 0.37133], [0.10913, -0.73551, 0.03763], [1.38249, -1.06807, 0.02021], [2.22293, 0.23776, -0.08670], [1.46554, 1.28649, -0.09539], [-1.32570, 0.89229, -0.53189], [0.01095, 0.82985, 0.07650], [-2.12159, 0.16692, 1.62965], [-3.16053, -0.91583, 0.20833], [-1.58073, 0.93170, -1.70677], [2.23038, -2.06295, 0.42056], [3.31413, 0.20502, -0.47833], [2.04221, 2.24526, -0.32145], [-1.96832, 1.74143, -0.15048], [-0.19462, 0.90884, 1.28050], [-1.14995, -1.31562, 0.04598]]}

No. 4
{"formula": "C3H5BrN2", "method": "wB97M-V/def2-TZVPD", "fmax_ha_per_bohr": 0.0778, "charge": 0, "relative_energy_kcal_mol": 27.87, "elements": ["C", "C", "C", "N", "N", "Br", "H", "H", "H", "H", "H"], "coordinates": [[-1.41467, -2.27946, 0.03330], [-0.03510, -0.10680, 1.07941], [-0.97286, -0.35044, -0.12503], [-1.33188, -3.41956, 0.01144], [-0.58149, -0.27952, -1.42680], [-2.62977, 0.70527, 0.02920], [0.49000, 0.89590, 1.00511], [0.81876, -0.79020, 1.00904], [-0.79003, -0.37537, 1.91237], [0.25130, -0.84890, -1.91073], [-1.25344, 0.02662, -2.07378]]}